{
  "formula": "C90H206N8O26",
  "method": "ωB97M-V/def2-TZVPD",
  "elements": ["O", "O", "O", "O", "O", "O", "O", "O", "O", "O", "O", "O", "O", "O", "O", "O", "O", "O", "O", "O", "O", "O", "O", "O", "O", "O", "N", "N", "N", "N", "N", "N", "N", "N", "C", "C", "C", "C", "C", "C", "C", "C", "C", "C", "C", "C", "C", "C", "C", "C", "C", "C", "C", "C", "C", "C", "C", "C", "C", "C", "C", "C", "C", "C", "C", "C", "C", "C", "C", "C", "C", "C", "C", "C", "C", "C", "C", "C", "C", "C", "C", "C", "C", "C", "C", "C", "C", "C", "C", "C", "C", "C", "C", "C", "C", "C", "C", "C", "C", "C", "C", "C", "C", "C", "C", "C", "C", "C", "C", "C", "C", "C", "C", "C", "C", "C", "C", "C", "C", "C", "C", "C", "C", "C", "H", "H", "H", "H", "H", "H", "H", "H", "H", "H", "H", "H", "H", "H", "H", "H", "H", "H", "H", "H", "H", "H", "H", "H", "H", "H", "H", "H", "H", "H", "H", "H", "H", "H", "H", "H", "H", "H", "H", "H", "H", "H", "H", "H", "H", "H", "H", "H", "H", "H", "H", "H", "H", "H", "H", "H", "H", "H", "H", "H", "H", "H", "H", "H", "H", "H", "H", "H", "H", "H", "H", "H", "H", "H", "H", "H", "H", "H", "H", "H", "H", "H", "H", "H", "H", "H", "H", "H", "H", "H", "H", "H", "H", "H", "H", "H", "H", "H", "H", "H", "H", "H", "H", "H", "H", "H", "H", "H", "H", "H", "H", "H", "H", "H", "H", "H", "H", "H", "H", "H", "H", "H", "H", "H", "H", "H", "H", "H", "H", "H", "H", "H", "H", "H", "H", "H", "H", "H", "H", "H", "H", "H", "H", "H", "H", "H", "H", "H", "H", "H", "H", "H", "H", "H", "H", "H", "H", "H", "H", "H", "H", "H", "H", "H", "H", "H", "H", "H", "H", "H", "H", "H", "H", "H", "H", "H", "H", "H", "H", "H", "H", "H", "H", "H", "H", "H", "H", "H", "H", "H", "H", "H", "H", "H", "H", "H", "H", "H", "H", "H", "H", "H", "H", "H", "H", "H"],
  "coordinates": [[3.305, -0.935, 7.014], [-3.056, -2.290, -3.107], [-1.289, 9.527, 1.320], [2.664, -5.866, -3.386], [0.027, -0.475, -0.118], [5.052, 0.544, -5.035], [2.633, -4.304, -0.687], [-1.852, -7.461, 4.226], [-2.859, -0.227, -5.244], [-1.204, -0.681, 2.953], [0.652, 5.550, 1.913], [-3.951, 0.156, 1.891], [-3.607, -5.470, 5.482], [-2.349, 0.966, 5.233], [-1.762, 8.316, -1.077], [-0.933, 2.940, 0.529], [-4.991, 2.384, 0.020], [9.114, 0.881, 2.355], [-0.236, -1.814, -2.743], [2.511, -0.436, 3.418], [-8.238, 3.398, -1.515], [-2.252, 5.482, 3.878], [-2.662, 6.992, 1.119], [-2.469, -1.908, 5.298], [2.494, -2.589, 1.670], [-3.290, 4.040, 1.408], [2.562, -6.652, -2.136], [4.728, 0.206, -3.658], [1.878, 5.723, 2.501], [-1.921, -8.351, 3.082], [8.007, 0.380, 1.626], [-3.329, 1.141, -5.322], [-4.567, -1.139, 2.081], [-1.448, 8.995, -2.358], [2.650, -0.273, 5.849], [-2.384, -8.509, 0.654], [2.430, 4.411, 2.832], [-3.386, -3.001, 5.615], [6.628, 0.348, 3.781], [4.736, 5.397, 2.803], [-3.355, 7.729, -3.360], [4.434, 2.639, -3.114], [1.347, -8.426, -3.577], [-2.655, 9.085, -3.119], [-3.265, 3.244, -4.250], [-2.303, -7.547, 1.857], [-1.812, -10.261, 4.493], [0.787, 8.124, -2.117], [5.670, -1.991, -4.134], [-3.623, -6.820, 1.927], [2.632, 3.485, 1.666], [3.008, -1.056, 4.571], [3.156, -1.703, -4.207], [-0.696, -3.096, -2.886], [-1.193, -6.490, 1.626], [-2.617, -10.439, 2.134], [-4.902, -1.248, -0.451], [5.893, -1.545, 1.310], [-1.530, 1.291, -7.075], [-2.366, 9.837, -4.385], [-3.566, 9.980, -2.300], [7.207, -1.700, 0.587], [6.756, 0.704, 2.300], [2.494, 1.236, -3.756], [4.454, -1.243, -3.507], [1.342, 3.780, 3.761], [-6.842, 0.132, 1.858], [1.483, -3.534, 1.309], [-3.695, 3.831, 2.808], [3.879, -7.270, -1.817], [4.841, -6.159, -1.441], [0.120, -6.760, -2.245], [-0.949, 0.772, 4.949], [4.616, -7.986, -2.949], [2.648, -9.288, -0.819], [-0.418, 8.106, -3.023], [-3.743, 1.187, -2.973], [-1.242, 9.166, -5.184], [-5.989, 3.060, -0.850], [-2.689, -9.554, 3.452], [-2.775, -4.329, 5.166], [-6.600, -2.920, 1.559], [-5.159, -3.242, 1.187], [3.714, 4.637, 3.593], [4.048, 6.729, 2.485], [-2.975, 7.937, 2.078], [3.772, 0.911, -1.512], [-2.874, 1.766, -4.096], [2.024, 8.024, 1.704], [-7.454, 2.861, -0.414], [1.346, -8.563, -1.061], [2.729, 6.622, 1.734], [-4.408, -1.916, 0.851], [1.457, -3.730, -0.220], [-3.274, -9.702, 0.876], [-1.128, 1.614, 0.155], [-0.019, 8.857, -4.340], [-5.921, -0.817, 2.643], [-6.582, -2.165, 2.842], [1.399, -7.588, -2.269], [9.593, -1.095, 0.477], [3.696, -8.233, -0.645], [3.352, -0.531, -1.330], [-0.657, 0.552, 3.516], [3.066, 6.203, 0.302], [-1.871, 8.894, 2.485], [0.212, 0.936, 0.041], [-1.983, -3.044, -3.694], [-2.974, 1.566, -6.668], [8.718, -1.893, 2.645], [4.384, -1.408, -1.970], [-4.151, -9.370, 3.872], [-2.626, 4.046, 3.871], [-3.283, 3.072, -6.785], [-1.437, 1.489, -3.732], [-0.724, 6.569, -3.199], [3.857, 1.211, -3.004], [-3.879, 0.697, -7.598], [-2.971, -2.266, 0.601], [5.623, -0.060, 1.563], [6.646, 2.278, 2.067], [-5.660, -0.149, 4.021], [-2.704, 3.805, -5.581], [8.377, -1.100, 1.377], [3.957, 7.225, 3.451], [1.568, -0.242, 6.005], [-4.540, 10.207, -2.829], [5.399, -1.137, -1.697], [2.196, 5.962, -0.367], [-5.827, -0.711, -0.376], [-0.961, 1.463, 2.938], [-3.572, -0.671, -4.809], [2.090, -9.236, -3.532], [-4.529, -7.436, 1.954], [9.199, -1.255, 3.358], [2.559, -9.892, 0.066], [-1.540, 1.512, -0.882], [-0.795, -10.268, 4.188], [-0.187, -1.640, -1.837], [-4.340, 3.239, -6.824], [-5.094, -1.971, -1.173], [-2.944, 4.855, -5.669], [1.690, 2.888, 4.345], [0.234, 5.993, -3.141], [-6.291, 1.015, 1.454], [4.227, 0.749, -5.504], [2.451, -1.135, 2.700], [-3.165, -10.434, 0.058], [-5.890, 4.136, -0.924], [1.872, 2.130, -3.483], [-1.758, 3.408, 0.789], [-1.906, -9.678, 5.421], [-4.470, 3.116, 0.342], [9.298, -2.763, 2.300], [-1.810, -4.464, 5.687], [-5.873, 2.761, -1.886], [10.460, -0.770, 1.045], [-1.297, -6.089, 0.611], [4.538, -5.522, -0.596], [-1.266, 6.314, -4.153], [3.394, -7.610, 0.186], [7.079, -1.135, -0.383], [-1.948, 10.836, -4.100], [-0.406, 1.630, 5.379], [-2.883, 3.865, -3.445], [0.557, 7.497, -1.279], [-1.592, 8.248, -5.632], [4.133, 3.637, 3.659], [3.245, -2.767, -4.367], [7.296, 0.951, 4.383], [-8.677, 4.253, -1.280], [-4.924, -9.386, 3.123], [2.631, -2.099, 4.653], [-0.670, 1.655, -4.513], [-3.968, 1.109, -8.566], [-1.384, 6.322, -2.327], [-1.806, 1.114, 0.853], [-7.331, -0.456, 1.087], [0.532, -3.087, 1.627], [5.033, 4.842, 1.927], [1.134, 7.945, 2.325], [-5.462, 0.897, 3.913], [-3.379, 6.957, -2.599], [-4.407, 0.607, 1.095], [3.597, 5.053, 4.558], [2.757, -4.964, -3.045], [-7.587, -2.015, 3.231], [6.733, -0.689, 4.033], [1.270, -2.721, -0.621], [1.040, -8.131, -0.119], [-4.223, -8.388, 4.349], [-4.831, 1.248, -3.217], [0.619, 4.927, 1.148], [-7.643, 1.812, -0.279], [-4.411, 7.994, -3.611], [-3.615, 1.879, -2.092], [0.772, 8.333, -4.844], [2.674, 8.846, 1.948], [2.258, -1.655, -3.578], [-4.292, -9.443, 1.031], [3.754, 3.276, -2.588], [7.517, 2.791, 2.551], [-0.643, -7.423, -2.691], [-2.328, -1.884, 4.346], [-0.250, -0.850, 0.707], [-3.152, -11.355, 2.408], [-3.882, 9.355, -1.438], [0.336, -8.866, -3.575], [-2.228, 9.555, 3.214], [2.497, -5.257, -0.920], [1.912, 3.500, 0.843], [0.550, 3.476, 3.070], [5.684, 0.591, 4.204], [-2.682, -1.474, -2.723], [-1.317, 1.655, -8.098], [0.976, 9.164, -1.803], [-2.173, -0.539, 2.717], [-1.126, 8.248, 2.942], [-2.188, -11.277, 4.626], [-0.769, -3.666, -1.940], [-0.074, -6.375, -1.254], [-3.699, -6.179, 1.027], [-2.533, -2.694, 1.508], [-3.240, 10.167, -4.906], [-6.963, -2.357, 0.706], [4.065, -8.838, -3.403], [-1.271, -5.680, 2.309], [1.012, 4.477, 4.545], [-3.134, 7.358, 3.044], [-3.516, 0.170, -2.669], [5.636, 5.550, 3.428], [4.706, 7.367, 1.916], [-4.097, 2.811, 2.808], [4.077, -1.168, 4.553], [-2.386, -1.393, 0.268], [-2.900, 7.330, -4.289], [3.493, 7.104, -0.218], [5.734, 2.688, 2.576], [2.999, -0.889, -0.335], [-2.613, -6.919, 4.343], [3.231, -2.960, 1.172], [-2.786, 0.140, 5.455], [5.486, 0.409, 0.549], [7.862, -2.223, 3.237], [-2.967, 3.818, 4.866], [5.114, -1.966, 0.675], [-2.432, -4.029, -3.959], [9.736, -2.045, -0.024], [2.764, 1.321, -4.820], [-3.526, -5.576, 6.429], [-1.130, 2.067, -2.864], [-5.966, -2.704, 3.576], [-4.673, -3.854, 1.944], [-3.139, 10.914, -1.928], [-1.346, -8.798, 0.483], [-1.312, 0.448, -3.441], [-1.565, 9.022, -0.411], [-0.213, -6.994, 1.627], [1.502, -7.783, -4.442], [1.635, 8.149, 0.687], [2.360, -0.572, -1.878], [5.585, -8.347, -2.588], [4.138, -2.457, -1.771], [4.606, 3.065, -4.098], [5.786, -1.790, -5.173], [-4.356, 3.237, -4.325], [2.914, -9.937, -1.662], [5.738, -2.070, 2.258], [-6.532, -0.319, 4.708], [4.796, -7.334, -3.855], [2.643, 2.414, 1.942], [5.855, -6.559, -1.386], [-3.033, 4.960, 1.309], [0.237, -5.882, -2.924], [5.392, 2.782, -2.616], [-1.658, -2.548, -4.603], [-3.465, -3.031, 6.678], [-3.357, -0.277, -7.727], [1.687, 7.703, -2.561], [1.522, -4.497, 1.827], [9.456, -0.333, -0.288], [-0.048, -3.715, -3.476], [0.486, 9.740, -3.907], [6.647, -1.666, -3.650], [-1.446, 5.589, 3.362], [0.648, -9.289, -1.469], [-7.618, 0.427, 2.531], [-4.917, 0.584, -7.134], [5.557, -3.027, -3.998], [-1.621, 3.747, -5.597], [-1.529, -10.577, 2.019], [0.368, 0.492, 3.335], [-4.378, -10.066, 4.665], [-3.636, -6.243, 2.830], [4.726, 1.038, -1.001], [-0.993, 9.744, -6.031], [-7.210, -3.829, 1.768], [9.291, 1.648, 1.836], [4.741, 0.040, 2.169], [-4.578, 4.497, 2.930], [1.853, 0.392, -3.664], [4.660, -8.632, -0.237], [7.436, -2.747, 0.398], [3.777, 5.404, 0.247], [-2.916, -3.080, -0.127], [-4.125, -0.559, -0.835], [3.617, 3.664, 1.213], [-4.724, -0.498, 4.467], [-1.295, 0.238, -6.926], [5.028, -5.486, -2.302], [-5.140, -3.859, 0.304], [3.142, 0.670, 5.644], [-2.654, -4.347, 4.063], [-7.669, 3.325, 0.547], [-2.704, -7.897, -0.161], [-4.310, -2.808, 5.129], [6.559, 2.404, 0.948], [0.886, 1.194, 0.916], [-0.819, 1.803, -6.436], [-2.888, 3.467, -7.766], [3.004, -0.461, 7.811], [-0.352, 9.629, 1.527], [3.064, 1.630, -1.028], [-3.929, 8.435, 1.857], [0.579, -4.355, -0.494], [2.969, -1.137, -5.175], [-0.663, -0.065, 5.522], [-2.528, 7.421, 0.239], [0.779, 1.270, -0.875], [-1.780, 3.350, 3.654]],
  "lumo_ev": 0.4,
  "e_homo_ha": -0.3017,
  "total_energy_ha": -5946.52007
}